The following is a DFT calculation (ωB97M-V/def2-TZVPD) of 2 unconnected molecules or ions with the total composition C8H10 at a distorted geometry.

Properties
- energy relative to the best compared isomer or geometry (same formula, charge and spin) (eV) = 5.935
- HOMO (Eh) = -0.3089

Atoms and positions in Å:
1 C -1.2975 1.3821 -1.2740
2 C -0.4749 0.3642 -1.4927
3 C 2.2567 -2.1383 0.0210
4 C 2.1628 -0.8639 -0.1503
5 C -1.3758 1.7297 0.1944
6 C -0.8558 -0.5846 0.8173
7 C -0.2891 0.8412 0.8704
8 C 0.1144 -0.0625 -0.2177
9 H -1.8506 1.8753 -1.9775
10 H -0.1632 -0.1798 -2.4687
11 H 3.2077 -2.5253 0.0793
12 H 1.4047 -2.6100 0.3312
13 H 2.8612 -0.0116 -0.2858
14 H -1.3650 2.7695 0.2289
15 H -2.3885 1.5655 0.4919
16 H -0.6106 -1.2375 1.6200
17 H -1.9033 -0.7268 0.5619
18 H 0.2741 1.4079 1.6851

Atoms 1-3, force components in eV/Å:
1.321 -1.482 1.351
1.183 -0.908 -1.954
0.382 1.626 0.085

=====

The following is a DFT calculation (ωB97M-V/def2-TZVPD) of a gas-phase ion, BrHNO3S (charge -1) at a distorted geometry.

Properties
- energy relative to the best compared isomer or geometry (same formula, charge and spin) (eV) = 2.454
- HOMO (alpha / beta) (Eh) = -0.1330 / -0.1331
- total charge = -1

Atoms and positions in Å:
1 N -2.3801 -1.2952 0.1346
2 O 1.0029 1.7461 -0.9902
3 O 1.8416 -0.4626 -0.4518
4 O 1.4168 1.1777 1.4080
5 S 1.1804 0.7758 0.0399
6 Br -1.2499 0.1770 -0.1980
7 H -1.8118 -2.1188 0.0576

Atoms 1-3, force components in eV/Å:
-0.487 0.839 0.700
-0.080 1.204 0.009
-1.056 1.946 1.455

=====

What did the second record say?
The following is a DFT calculation (ωB97M-V/def2-TZVPD) of a gas-phase ion, BrHNO3S (charge -1) at a distorted geometry.

Properties
- energy relative to the best compared isomer or geometry (same formula, charge and spin) (eV) = 2.454
- HOMO (alpha / beta) (Eh) = -0.1330 / -0.1331
- total charge = -1

Atoms and positions in Å:
1 N -2.3801 -1.2952 0.1346
2 O 1.0029 1.7461 -0.9902
3 O 1.8416 -0.4626 -0.4518
4 O 1.4168 1.1777 1.4080
5 S 1.1804 0.7758 0.0399
6 Br -1.2499 0.1770 -0.1980
7 H -1.8118 -2.1188 0.0576

Atoms 1-3, force components in eV/Å:
-0.487 0.839 0.700
-0.080 1.204 0.009
-1.056 1.946 1.455

=====

Q: Number 2 is which compound?
A: BrHNO3S